1.
A cluster of 7 separate species, C39H41BrF7N4O19 in total in a non-equilibrium geometry. Source: the Open Molecules 2025 dataset; level of theory: ωB97M-V/def2-TZVPD.

Last column: Mulliken charge in e.
Atoms and positions in Å:
1 O -0.91975 0.07049 -0.57243  -0.67
2 C -0.99667 0.90691 0.30110  -0.33
3 C -2.18522 1.91294 0.44401  0.92
4 C -3.26973 1.29681 1.43962  -0.67
5 N -3.35176 -0.21088 1.32994  0.98
6 N -2.76438 -0.86438 2.30101  -1.17
7 C -2.79293 -2.20538 2.21855  0.19
8 Br -1.87676 -3.21840 3.59981  -0.09
9 C -3.47466 -2.99639 1.13947  -0.39
10 C -4.11116 -2.17207 0.09591  0.70
11 F -4.72882 -2.76891 -0.94756  -0.26
12 C -4.01844 -0.68205 0.23647  0.47
13 C -4.65116 0.16450 -0.89676  -0.82
14 C -5.93632 0.99099 -0.47611  -0.58
15 C -5.67781 2.49254 -0.95963  0.63
16 C -6.51813 3.55309 -0.15786  -1.36
17 N -5.85660 3.81508 1.14316  0.33
18 C -6.32311 3.18839 2.29852  -0.29
19 C -5.42644 3.72518 3.33439  -0.64
20 C -4.44362 4.66158 2.70976  -0.64
21 C -4.77285 4.67333 1.27084  -0.20
22 N 0.06903 1.06489 1.29382  0.01
23 C 1.11139 1.96626 0.82494  0.37
24 C 0.82578 3.21461 0.07694  0.01
25 C 1.90633 4.11256 -0.38901  -0.68
26 C 3.31150 3.80255 -0.11323  -0.84
27 C 3.60218 2.57340 0.63441  -0.28
28 C 2.53291 1.67899 1.08265  0.24
29 H -2.60621 2.25570 -0.53257  -0.60
30 H -1.80692 2.84312 0.96112  0.65
31 H -2.89611 1.55465 2.47214  0.48
32 H -4.27747 1.78209 1.35865  -0.25
33 H -3.47419 -4.10911 1.12425  0.46
34 H -4.96807 -0.53086 -1.72876  0.63
35 H -3.88700 0.84341 -1.36908  0.06
36 H -6.08197 1.07115 0.64179  0.27
37 H -6.88691 0.65431 -0.96644  0.47
38 H -4.59498 2.78874 -0.83292  -0.51
39 H -5.90673 2.60773 -2.05401  0.48
40 H -7.57626 3.22641 0.00743  0.35
41 H -6.57896 4.53991 -0.70597  0.36
42 H -7.16716 2.46838 2.42364  0.35
43 H -5.45904 3.51352 4.42900  0.40
44 H -3.62328 5.25157 3.18231  0.41
45 H -4.30306 5.20656 0.41489  0.40
46 H 0.47290 0.12630 1.41696  0.42
47 H -0.20893 3.54652 -0.19098  0.07
48 H 1.62536 5.02168 -0.97714  0.38
49 H 4.12043 4.48640 -0.45827  0.37
50 H 4.66272 2.28723 0.84337  0.36
51 H 2.78727 0.74399 1.63482  -0.03
52 C -3.46594 2.71265 -5.15015  -0.39
53 C -3.75462 4.12932 -5.55146  0.26
54 O -3.69504 4.82675 -4.32031  -0.29
55 C -2.82073 4.13053 -3.54244  0.67
56 O -2.32192 4.55661 -2.54998  -0.50
57 O -2.58380 2.88618 -4.04313  -0.27
58 F -5.00361 4.24843 -6.05787  -0.29
59 H -4.36148 2.17944 -4.82132  0.25
60 H -2.98988 2.14148 -5.94615  0.29
61 H -3.03137 4.55649 -6.25020  0.31
62 C 3.42029 -1.37280 -2.54572  -0.09
63 C 3.09087 -2.68497 -1.90245  0.52
64 O 3.82479 -2.63933 -0.69252  -0.36
65 C 3.91297 -1.31954 -0.36622  0.57
66 O 4.22437 -0.91480 0.71011  -0.51
67 O 3.59646 -0.51968 -1.41808  -0.27
68 F 3.54611 -3.72271 -2.64587  -0.31
69 H 4.34756 -1.40638 -3.12314  -0.11
70 H 2.61970 -1.01184 -3.19018  0.35
71 H 2.03027 -2.82484 -1.68519  0.15
72 C 1.91772 -2.85258 5.46541  -0.30
73 C 1.10273 -3.74973 6.34866  0.32
74 O 1.96247 -3.98604 7.44318  -0.33
75 C 2.75382 -2.87426 7.54033  0.55
76 O 3.40661 -2.59934 8.49074  -0.49
77 O 2.69221 -2.11832 6.40708  -0.23
78 F 0.84336 -4.93197 5.73336  -0.29
79 H 2.58336 -3.41025 4.80324  0.28
80 H 1.29950 -2.18768 4.86275  0.22
81 H 0.16832 -3.30582 6.70374  0.30
82 C 7.76043 -2.32177 -4.32880  -0.33
83 C 6.80084 -2.35304 -5.48134  0.27
84 O 6.24940 -1.04930 -5.47691  -0.31
85 C 7.22480 -0.24160 -4.95665  0.67
86 O 7.22687 0.94079 -5.04336  -0.50
87 O 8.19435 -0.96602 -4.33372  -0.32
88 F 5.80290 -3.24557 -5.26270  -0.25
89 H 7.27716 -2.54578 -3.37435  0.23
90 H 8.59964 -3.00273 -4.46533  0.30
91 H 7.26661 -2.55058 -6.44986  0.26
92 C -0.32644 -5.30744 -3.31734  -0.44
93 C -1.19106 -6.20051 -2.47766  0.32
94 O -0.40432 -6.40894 -1.31999  -0.32
95 C 0.36468 -5.29064 -1.18752  0.66
96 O 0.94820 -4.99159 -0.19711  -0.48
97 O 0.37392 -4.55123 -2.33138  -0.27
98 F -1.39676 -7.39167 -3.08258  -0.29
99 H 0.39042 -5.86532 -3.92384  0.32
100 H -0.90761 -4.65779 -3.97091  0.28
101 H -2.15153 -5.76116 -2.19418  0.22
102 C 5.75544 -0.49922 4.56208  -0.41
103 C 4.71335 -0.52868 3.48322  0.32
104 O 4.17220 0.77592 3.52531  -0.16
105 C 5.18336 1.58250 3.96826  0.52
106 O 5.18258 2.76503 3.87652  -0.51
107 O 6.19385 0.85613 4.52027  -0.34
108 F 3.72683 -1.41707 3.77663  -0.22
109 H 5.34300 -0.71793 5.55047  0.23
110 H 6.57919 -1.18472 4.36602  0.33
111 H 5.10434 -0.73117 2.48358  0.32

Forces on atoms 1 to 3 (eV/Å):
O -0.8 0.2 0.9
C 0.9 0.9 -0.2
C 0.1 0.2 0.7

2S+1: 1
DFT total energy: -6432.065128 Eh
maximum force: 0.0934 hartree/bohr
charge: +1
gap between HOMO and LUMO: 0.19542 Eh
HOMO level: -10.19 eV
E_LUMO: -4.87 eV

2.
A structure of composition C39H41BrN4SScSi2. Source: the Open Molecules 2025 dataset; level of theory: ωB97M-V/def2-TZVPD.

Last column: Mulliken charge in e.
Atoms and positions in Å:
1 Sc 0.51142 0.24559 0.01487  -1.60
2 C -0.03593 -0.51547 3.99162  -1.09
3 Si 0.02885 1.27185 3.37548  0.80
4 C 0.74945 2.32665 4.75913  -1.64
5 C -1.82820 1.70628 3.24439  0.19
6 C -2.35472 2.52455 4.25327  -0.73
7 C -3.71845 2.73890 4.39632  -0.80
8 C -4.60197 2.12288 3.51854  -0.86
9 C -4.09504 1.32065 2.50657  -0.51
10 C -2.72335 1.09960 2.34481  0.64
11 Si -2.18683 0.03096 0.84297  1.89
12 C -3.07067 -1.65532 1.22369  -1.18
13 C -3.32145 0.77043 -0.52943  -1.53
14 H -0.80371 -0.59239 4.76618  0.35
15 H 0.92113 -0.83560 4.40588  0.37
16 H -0.30688 -1.20234 3.18300  0.07
17 H 0.28504 2.14380 5.73150  0.46
18 H 0.67187 3.39211 4.52608  0.33
19 H 1.81293 2.09090 4.83651  0.39
20 H -1.68684 3.01487 4.95053  0.28
21 H -4.08696 3.38163 5.18804  0.39
22 H -5.67130 2.27567 3.61426  0.38
23 H -4.79230 0.86207 1.81173  0.19
24 H -4.15928 -1.53910 1.21613  0.38
25 H -2.78152 -2.02259 2.21247  0.37
26 H -2.83578 -2.43475 0.48608  -0.04
27 H -4.34800 0.39735 -0.44635  0.38
28 H -2.96752 0.54058 -1.53671  0.35
29 H -3.35904 1.85777 -0.42999  0.42
30 Br -0.44973 2.85598 -0.31647  -0.02
31 C 0.92894 3.66482 0.78358  2.01
32 C 1.10832 5.03875 0.62008  -1.18
33 C 2.11938 5.60463 1.39363  -0.49
34 C 2.92896 4.82413 2.19123  -1.40
35 C 2.77787 3.40811 2.28090  1.68
36 C 3.71088 2.57158 2.89705  -1.31
37 C 3.51902 1.15344 2.85170  -0.69
38 C 2.39039 0.57944 2.38177  -1.05
39 C 1.19511 1.38602 1.89654  3.25
40 C 1.61115 2.82557 1.63371  -2.53
41 H 0.50051 5.61227 -0.06274  0.43
42 H 2.28745 6.67536 1.34560  0.33
43 H 3.73389 5.28348 2.75531  0.37
44 H 4.59599 2.99814 3.35337  0.17
45 H 4.32648 0.50760 3.18819  0.30
46 H 2.32678 -0.50498 2.38209  -0.07
47 N 3.57471 1.56481 -0.29434  0.13
48 C 4.84411 1.35074 -0.64917  -0.39
49 C 4.88445 0.13472 -1.30196  -1.09
50 C 3.56238 -0.32580 -1.26813  -0.45
51 N 2.77984 0.54528 -0.64255  1.27
52 H 3.21196 2.28261 0.33004  -0.17
53 H 5.61162 2.06259 -0.39897  0.48
54 H 5.74264 -0.35168 -1.73086  0.43
55 H 3.13770 -1.23562 -1.66264  0.28
56 C -2.23445 -5.17960 -1.41971  -1.56
57 C -0.93501 -4.49127 -1.66041  0.91
58 C -0.23994 -4.50354 -2.83461  -1.05
59 C 0.95783 -3.76996 -2.90197  1.18
60 N 1.45533 -3.12279 -1.85992  -0.14
61 C 0.76309 -3.09222 -0.71923  -0.03
62 S 1.28828 -2.27235 0.67273  -0.58
63 N -0.41359 -3.78346 -0.63876  0.17
64 C 1.73252 -3.66152 -4.17270  -1.29
65 H -2.54263 -5.72670 -2.30664  0.39
66 H -3.00273 -4.44751 -1.16690  0.30
67 H -2.14880 -5.87416 -0.58213  0.41
68 H -0.62809 -5.02564 -3.69581  0.36
69 H -0.92947 -3.67084 0.22799  0.34
70 H 1.34320 -4.31964 -4.94712  0.37
71 H 2.78264 -3.88108 -3.98255  0.38
72 H 1.67013 -2.62615 -4.51661  0.16
73 C -2.86676 -2.30223 -4.26232  -1.10
74 C -2.86815 -2.09213 -2.86637  -0.14
75 C -1.83554 -1.41945 -2.27598  0.52
76 C -0.76114 -0.85702 -3.01555  0.67
77 C 0.26352 -0.08611 -2.35310  0.31
78 C 1.16899 0.50094 -3.21694  -0.33
79 C 1.16593 0.31608 -4.61969  -1.06
80 C 0.21866 -0.46025 -5.22116  -1.15
81 C -0.79230 -1.05096 -4.42658  1.63
82 C -1.84453 -1.79921 -5.01598  -0.77
83 H -3.68268 -2.83769 -4.73385  0.37
84 H -3.70147 -2.44327 -2.26748  0.61
85 H -1.83485 -1.25048 -1.20495  -1.41
86 H 1.95635 1.13480 -2.82076  0.45
87 H 1.92869 0.80167 -5.21949  0.39
88 H 0.20246 -0.60259 -6.29676  0.34
89 H -1.84120 -1.93322 -6.09321  0.40

Forces on atoms 1 to 3 (eV/Å):
Sc 0.3 0.0 0.4
C 0.0 0.0 -0.1
Si -0.1 -0.1 -0.1

2S+1: 1
DFT total energy: -6041.764930 Eh
maximum force: 0.0103 hartree/bohr
charge: -1
gap between HOMO and LUMO: 0.12274 Eh
HOMO level: -1.80 eV
E_LUMO: 1.54 eV